87
Properties=species:S:1:pos:R:3 method="wB97M-V/def2-TZVPD" e_homo_ev=-10.88 total_charge=+1 lumo_energy_ev=-3.4 orbital_gap_ha=0.2735
Sn -0.963 1.352 0.102
S 0.372 1.916 2.058
C -0.847 2.071 3.338
C -0.549 1.791 4.670
C -1.448 2.013 5.674
C -2.699 2.520 5.288
C -3.007 2.822 3.986
C -2.052 2.726 3.032
S -2.545 3.277 1.374
C -1.415 4.805 1.320
C -1.011 5.251 -0.012
C -1.790 6.102 -0.856
C -1.291 6.433 -2.140
C -0.178 5.757 -2.608
C 0.509 5.000 -1.644
C 1.752 4.277 -2.003
S 1.687 2.444 -1.780
C 0.722 1.908 -3.208
C 1.380 1.331 -4.255
C 0.658 0.686 -5.244
C -0.682 0.497 -5.118
C -1.391 1.084 -4.081
C -0.698 1.806 -3.157
S -1.682 2.496 -1.841
N 0.175 4.856 -0.377
H 0.405 1.305 4.896
H -1.267 1.860 6.710
H -3.432 2.767 6.026
H -3.955 3.198 3.749
H -0.529 4.588 1.853
H -2.015 5.614 1.844
H -2.719 6.433 -0.457
H -1.902 7.013 -2.858
H 0.132 5.756 -3.629
H 2.548 4.548 -1.274
H 2.166 4.558 -3.003
H 2.500 1.416 -4.288
H 1.185 0.263 -6.091
H -1.196 -0.066 -5.973
H -2.399 0.913 -3.812
C -1.060 -3.735 -3.361
C -0.175 -4.221 -2.218
C -0.996 -4.558 -0.981
C -1.321 -3.393 -0.035
N -0.093 -2.923 0.570
C 0.647 -1.844 0.104
Se -0.004 -0.794 -1.262
N 1.692 -1.622 0.935
C 2.698 -0.547 0.721
C 3.932 -0.999 -0.036
C 3.656 -1.682 -1.370
C 3.726 -3.202 -1.402
C 1.668 -2.547 1.906
C 2.428 -2.758 3.044
C 2.132 -3.813 3.922
C 0.984 -4.620 3.693
C 0.193 -4.425 2.599
C 0.526 -3.370 1.699
H -0.409 -3.383 -4.180
H -1.672 -2.867 -3.008
H -1.611 -4.590 -3.785
H 0.559 -3.465 -1.916
H 0.404 -5.028 -2.629
H -0.496 -5.380 -0.443
H -2.003 -5.017 -1.275
H -2.017 -3.696 0.773
H -1.754 -2.516 -0.539
H 2.993 -0.193 1.731
H 2.196 0.290 0.267
H 4.561 -1.497 0.621
H 4.376 -0.006 -0.236
H 4.542 -1.376 -1.953
H 2.771 -1.353 -1.982
H 4.606 -3.677 -0.884
H 3.823 -3.587 -2.401
H 2.832 -3.684 -1.077
H 3.238 -2.085 3.241
H 2.735 -3.921 4.886
H 0.850 -5.450 4.375
H -0.669 -5.081 2.362
Cl -4.855 -1.778 0.893
C -3.735 -1.323 2.119
Cl -4.631 -0.550 3.443
C -2.476 -0.483 1.608
O -1.351 -0.867 1.943
O -2.708 0.491 0.797
H -3.265 -2.259 2.511